[1]
ORCA calculation (ωB97M-V/def2-TZVPD) on the molecule C4H4N2.

```
10
Properties=species:S:1:pos:R:3
N -0.042 1.297 0.072
C 0.060 -0.115 -0.390
C -0.098 -1.089 0.599
C -0.259 -1.895 1.494
C 0.375 -0.239 -1.741
N 0.622 -0.256 -2.884
H -0.622 1.866 -0.554
H -0.486 1.293 0.993
H 0.865 1.771 0.162
H -0.415 -2.632 2.250
```

Summary:
**Lowest unoccupied orbital energy**: -0.17 eV
**Max |F|**: 1.0 eV/A
**Relative energy (zero: lowest compared OMol25 entry of this formula, charge and spin)**: 86.9 kcal/mol
**Charge**: 0
**Calculated total energy**: -264.1880 hartree


[2]
ORCA calculation (ωB97M-V/def2-TZVPD) on a cluster of 2 separate species, C4H4N2 in total.

```
10
Properties=species:S:1:pos:R:3
C -0.587 1.321 1.136
C 0.855 -1.102 -1.921
C 0.494 -1.329 -0.623
C -0.743 0.236 1.720
N -0.103 2.362 0.660
N 1.149 -0.929 -3.029
H -0.508 -1.644 -0.401
H 1.232 -1.291 0.156
H -1.131 -0.611 2.203
H -0.659 2.987 0.099
```

Summary:
**Lowest unoccupied orbital energy (alpha / beta)**: -1.68 / -1.41 eV
**Max |F|**: 0.9 eV/A
**Relative energy (zero: lowest compared OMol25 entry of this formula, charge and spin)**: 119.9 kcal/mol
**Charge**: 0
**Calculated total energy**: -264.1353 hartree


[3]
ORCA calculation (ωB97M-V/def2-TZVPD) on the molecule C4H4N2.

```
10
Properties=species:S:1:pos:R:3
C 0.936 -0.037 -0.464
C -0.423 0.310 0.191
C -1.622 0.211 -0.652
N -2.533 0.262 -1.364
C -0.229 -0.460 1.429
N 0.567 -0.801 2.199
H 1.627 0.218 0.362
H 1.018 0.383 -1.472
H 1.094 -1.112 -0.538
H -0.389 1.350 0.537
```

Summary:
**SMILES**: CC(C#N)C#N
**Lowest unoccupied orbital energy**: 0.28 eV
**Max |F|**: 1.5 eV/A
**Relative energy (zero: lowest compared OMol25 entry of this formula, charge and spin)**: 34.4 kcal/mol
**Charge**: 0
**Calculated total energy**: -264.2715 hartree


[4]
ORCA calculation (ωB97M-V/def2-TZVPD) on the molecule C4H4N2.

```
10
Properties=species:S:1:pos:R:3
N -1.224 -0.910 -0.588
C -0.254 0.032 -0.125
C 1.144 -0.223 -0.032
C 2.323 -0.468 -0.001
C -0.709 1.219 0.207
N -1.197 2.190 0.779
H -1.205 -0.931 -1.599
H -0.996 -1.837 -0.244
H -1.276 1.638 1.650
H 3.368 -0.662 -0.068
```

Summary:
**SMILES**: C#CC(N)=C=N
**Lowest unoccupied orbital energy**: 0.70 eV
**Max |F|**: 1.7 eV/A
**Relative energy (zero: lowest compared OMol25 entry of this formula, charge and spin)**: 84.4 kcal/mol
**Charge**: 0
**Calculated total energy**: -264.1920 hartree


[5]
ORCA calculation (ωB97M-V/def2-TZVPD) on the molecule C4H4N2.

```
10
Properties=species:S:1:pos:R:3
C -1.021 -0.613 -0.200
C 0.280 0.129 0.198
C 1.451 -0.419 -0.513
N 2.351 -0.933 -1.022
C 0.243 1.597 0.312
N 0.255 2.642 0.805
H -1.898 -0.052 0.127
H -1.023 -1.588 0.296
H -1.115 -0.794 -1.277
H 0.478 0.032 1.275
```

Summary:
**SMILES**: CC(C#N)C#N
**Lowest unoccupied orbital energy**: 0.40 eV
**Max |F|**: 1.1 eV/A
**Relative energy (zero: lowest compared OMol25 entry of this formula, charge and spin)**: 22.9 kcal/mol
**Charge**: 0
**Calculated total energy**: -264.2899 hartree


[6]
ORCA calculation (ωB97M-V/def2-TZVPD) on the molecule C4H4N2O.

```
11
Properties=species:S:1:pos:R:3
O -1.082 1.507 1.914
C -0.417 0.961 1.060
C -0.904 0.835 -0.313
C -0.500 -0.219 -1.032
N 0.663 -0.886 -0.696
C 1.262 -0.540 0.486
N 0.784 0.275 1.353
H -1.816 1.336 -0.610
H -1.324 -0.692 -1.534
H 1.123 -1.538 -1.316
H 2.210 -1.039 0.688
```

Summary:
**SMILES**: O=c1cc[nH]cn1
**Lowest unoccupied orbital energy**: 0.40 eV
**Max |F|**: 1.7 eV/A
**Relative energy (zero: lowest compared OMol25 entry of this formula, charge and spin)**: 18.5 kcal/mol
**Charge**: 0
**Calculated total energy**: -339.5521 hartree


[7]
ORCA calculation (ωB97M-V/def2-TZVPD) on a cluster of 2 separate species, C4H4N2O in total.

```
11
Properties=species:S:1:pos:R:3
C 0.419 -0.410 -1.360
C -0.937 -0.278 -0.489
C -0.030 0.013 0.680
C 0.019 1.343 1.526
H -1.443 -1.276 -0.436
H -1.905 0.410 -0.745
H 0.183 -0.715 1.441
H 2.199 -0.603 0.187
N 1.110 0.398 -0.369
N -0.237 2.352 1.994
O 0.622 -1.235 -2.428
```

Summary:
**Lowest unoccupied orbital energy**: -1.38 eV
**Max |F|**: 9.3 eV/A
**Relative energy (zero: lowest compared OMol25 entry of this formula, charge and spin)**: 142.5 kcal/mol
**Charge**: 0
**Calculated total energy**: -339.3545 hartree


[8]
ORCA calculation (ωB97M-V/def2-TZVPD) on a structure of composition C4H4N2O.

```
11
Properties=species:S:1:pos:R:3
N -0.381 0.103 -0.041
C 0.527 -0.768 -0.332
C -0.949 -0.703 1.406
N -0.884 -0.040 2.456
C 1.011 0.651 -1.731
C 1.282 1.468 -2.587
O 0.838 -1.880 -0.539
H -0.116 1.032 0.260
H -1.441 -0.405 3.235
H -1.463 -1.646 1.189
H 1.577 2.187 -3.316
```

Summary:
**Lowest unoccupied orbital energy**: 0.29 eV
**Max |F|**: 8.0 eV/A
**Relative energy (zero: lowest compared OMol25 entry of this formula, charge and spin)**: 146.0 kcal/mol
**Charge**: 0
**Calculated total energy**: -339.3491 hartree


Question: What is the charge in the fourth record?
Answer: 0